[1]
Here is C29H32BrCaN5O6SSeSiTe as an isolated structure from OMol25. Energies are from ωB97M-V/def2-TZVPD.

Atoms and positions in Å:
Ca: 2.594 -0.930 -0.625
Te: -1.981 4.124 1.940
C: -2.187 4.221 4.004
C: -2.078 5.437 4.710
C: -2.359 5.485 6.071
C: -2.920 4.363 6.722
C: -3.121 3.153 6.036
C: -2.764 3.080 4.687
C: -4.117 4.224 1.682
C: -4.669 3.260 0.837
C: -6.129 3.099 0.757
C: -6.917 4.010 1.433
C: -6.352 5.157 2.015
C: -5.033 5.257 2.201
H: -1.414 6.236 4.296
H: -2.276 6.396 6.676
H: -3.235 4.373 7.763
H: -3.415 2.261 6.571
H: -2.807 2.172 4.050
H: -4.023 2.606 0.224
H: -6.539 2.205 0.293
H: -7.985 3.825 1.551
H: -7.089 5.794 2.444
H: -4.595 5.992 2.825
O: 1.422 -5.080 -1.080
C: 1.057 -3.969 -1.525
O: 1.633 -2.860 -1.199
C: -0.090 -3.810 -2.517
C: -0.793 -4.938 -3.029
C: -1.898 -4.738 -3.853
C: -2.533 -3.485 -3.999
C: -1.957 -2.436 -3.423
C: -0.554 -2.353 -2.814
N: -2.551 -1.140 -3.591
O: -3.613 -1.093 -4.198
O: -1.932 -0.124 -3.054
N: -2.474 -5.904 -4.572
O: -1.927 -7.028 -4.374
O: -3.352 -5.652 -5.377
H: -0.421 -5.931 -2.809
H: -3.535 -3.429 -4.359
H: -0.639 -1.788 -1.849
C: 1.174 -5.675 2.326
N: 1.785 -4.421 1.861
C: 1.632 -3.203 2.450
N: 1.693 -3.117 3.756
S: 1.211 -1.765 1.594
H: 1.809 -6.509 2.076
H: 0.171 -5.920 1.901
H: 1.048 -5.542 3.454
H: 1.871 -4.340 0.848
H: 1.975 -3.901 4.318
H: 1.288 -2.265 4.162
Br: 5.209 -1.810 -0.844
C: 0.485 -1.536 -3.543
C: 0.676 -1.639 -4.970
C: 1.535 -0.723 -5.576
C: 2.181 0.283 -4.858
C: 1.911 0.345 -3.485
N: 1.106 -0.556 -2.958
H: 0.181 -2.325 -5.642
H: 1.752 -0.753 -6.641
H: 2.825 0.983 -5.393
H: 2.334 1.073 -2.803
C: 5.438 1.019 -1.955
Si: 5.211 1.528 -0.156
C: 5.752 3.336 0.142
C: 6.445 0.564 0.992
Se: 2.993 1.664 0.272
H: 6.371 0.517 -2.076
H: 5.420 2.059 -2.415
H: 4.659 0.423 -2.422
H: 6.790 3.627 -0.233
H: 5.556 3.589 1.238
H: 5.081 3.863 -0.519
H: 7.357 1.141 1.104
H: 6.696 -0.403 0.494
H: 5.946 0.346 1.961

Summary:
**HOMO-LUMO gap (alpha / beta)**: 4.4 / 5.4 eV
**Energy relative to the best compared isomer or geometry (same formula, charge and spin)**: 0.0 kcal/mol
**Energy**: -8458.09465 a.u.
**Charge**: 0

***

[2]
Here is one molecule with the formula FNO4S from OMol25. Energies are from ωB97M-V/def2-TZVPD.

Atoms and positions in Å:
N: 0.211 -0.541 0.875
O: 0.556 -0.025 -1.262
O: 0.606 -1.588 1.019
O: -0.586 1.888 -0.199
O: -1.841 -0.140 -0.765
F: 1.237 0.578 1.370
S: -0.614 0.561 -0.664

Summary:
**HOMO-LUMO gap**: 9.7 eV
**Energy relative to the best compared isomer or geometry (same formula, charge and spin)**: 36.6 kcal/mol
**Energy**: -853.59996 a.u.
**Charge**: 0

***

[3]
Here is C5H12O2 as an isolated structure from OMol25. Energies are from ωB97M-V/def2-TZVPD.

Atoms and positions in Å:
C: -0.486 -1.145 -2.489
C: 0.008 -1.271 -1.046
C: -0.371 -0.196 -0.086
O: -1.221 -0.735 0.904
C: 0.829 0.539 0.498
C: 0.400 1.664 1.474
O: -0.146 1.055 2.647
H: -0.052 -1.908 -3.139
H: -1.581 -1.328 -2.519
H: -0.347 -0.159 -2.950
H: 1.892 -1.440 -0.114
H: -0.167 -2.260 -0.647
H: -0.934 0.565 -0.666
H: -0.940 -0.369 1.761
H: 1.478 0.945 -0.279
H: 1.667 -0.516 0.700
H: -0.358 2.369 1.058
H: 1.268 2.282 1.729
H: -0.713 1.686 3.107

Summary:
**HOMO-LUMO gap (alpha / beta)**: 8.1 / 8.5 eV
**Energy relative to the best compared isomer or geometry (same formula, charge and spin)**: 134.8 kcal/mol
**Energy**: -347.98996 a.u.
**Charge**: 0

***

[4]
Here is a 2-piece molecular cluster, C7H11NO overall from OMol25. Energies are from ωB97M-V/def2-TZVPD.

Atoms and positions in Å:
C: -1.639 -1.046 0.913
N: -1.141 -2.063 0.296
C: 0.483 0.070 1.469
C: 0.352 0.336 2.640
H: -1.207 -2.942 0.801
H: 0.215 -1.833 -0.155
H: -1.770 -0.131 0.342
H: -2.206 -1.128 1.837
H: 0.141 0.521 3.659
C: 0.077 0.324 -2.147
C: 0.604 0.911 -0.874
C: 1.236 -0.080 0.111
C: 0.556 2.208 -0.598
O: 1.245 -1.378 -0.317
H: 2.264 0.237 0.334
H: 0.863 -0.246 -2.644
H: -0.744 -0.369 -1.954
H: -0.286 1.103 -2.815
H: 0.049 2.908 -1.244
H: 0.908 2.598 0.346

Summary:
**HOMO-LUMO gap**: 9.6 eV
**Energy relative to the best compared isomer or geometry (same formula, charge and spin)**: 108.9 kcal/mol
**SMILES**: C#C[C@@H](O)C(=C)C.C=N
**Energy**: -403.16040 a.u.
**Charge**: 0

***

[5]
Here is a 12-piece molecular cluster, C30H79BN17O19 overall from OMol25. Energies are from ωB97M-V/def2-TZVPD.

Atoms and positions in Å:
O: -2.754 -0.789 1.794
C: -1.833 -0.122 1.401
O: -0.852 -0.504 0.621
B: 0.005 0.680 0.284
O: -0.479 1.756 1.129
C: -1.591 1.355 1.715
O: -2.371 2.001 2.359
O: 0.048 1.048 -1.141
C: 1.261 0.774 -1.637
O: 1.632 0.869 -2.772
C: 2.143 0.416 -0.423
O: 1.358 0.266 0.594
O: 3.319 0.185 -0.516
C: 1.734 -2.220 2.609
C: 1.725 -3.546 1.824
C: 1.562 -3.389 0.282
O: 1.652 -4.623 -0.415
C: 0.773 -5.677 0.026
N: 2.990 -4.219 2.137
H: 1.898 -2.471 3.659
H: 0.738 -1.777 2.582
H: 2.563 -1.566 2.341
H: 0.961 -4.221 2.211
H: 2.286 -2.682 -0.140
H: 0.638 -2.899 -0.063
H: 0.840 -5.852 1.097
H: 0.925 -6.582 -0.558
H: -0.267 -5.434 -0.208
H: 3.758 -3.606 1.884
H: 3.049 -5.081 1.609
C: 6.224 -3.228 -3.168
C: 5.516 -3.053 -1.817
C: 6.461 -3.354 -0.713
O: 5.858 -3.343 0.578
C: 6.831 -3.506 1.601
N: 5.137 -1.624 -1.772
H: 6.577 -4.246 -3.350
H: 7.098 -2.576 -3.162
H: 5.526 -2.976 -3.965
H: 4.615 -3.672 -1.849
H: 7.335 -2.690 -0.697
H: 6.901 -4.341 -0.909
H: 6.247 -3.758 2.487
H: 7.361 -2.567 1.774
H: 7.455 -4.367 1.344
H: 4.901 -1.429 -0.807
H: 4.340 -1.388 -2.347
C: -7.003 -3.447 3.079
C: -7.248 -1.946 3.324
C: -6.002 -1.076 3.099
O: -6.339 0.194 3.648
C: -5.199 1.032 3.709
N: -8.316 -1.569 2.421
H: -7.784 -4.025 3.573
H: -6.079 -3.743 3.586
H: -6.917 -3.765 2.040
H: -7.558 -1.957 4.370
H: -5.775 -1.056 2.026
H: -5.095 -1.553 3.486
H: -5.453 1.949 4.240
H: -4.966 1.312 2.676
H: -4.264 0.644 4.120
H: -8.000 -1.642 1.460
H: -8.476 -0.576 2.577
C: -0.655 -1.590 -5.921
C: 0.119 -0.248 -5.779
C: -0.399 0.735 -4.738
O: -1.666 1.228 -5.152
C: -2.407 1.761 -4.064
N: 1.493 -0.687 -5.381
H: -1.397 -1.504 -6.715
H: -1.155 -1.881 -4.995
H: -0.044 -2.450 -6.197
H: 0.104 0.284 -6.732
H: 0.237 1.620 -4.679
H: -0.501 0.208 -3.786
H: -1.894 2.277 -3.247
H: -2.872 0.896 -3.574
H: -3.096 2.444 -4.558
H: 1.902 0.023 -4.783
H: 1.323 -1.450 -4.733
C: -1.447 5.499 0.799
C: -1.122 5.800 -0.670
C: -1.826 4.856 -1.639
O: -1.560 5.173 -3.017
C: -0.218 4.924 -3.359
N: -1.478 7.203 -0.984
H: -2.497 5.237 0.935
H: -1.262 6.368 1.435
H: -0.824 4.735 1.266
H: -0.040 5.693 -0.797
H: -2.906 4.970 -1.542
H: -1.598 3.793 -1.514
H: -0.197 5.008 -4.449
H: 0.157 3.922 -3.124
H: 0.489 5.679 -3.001
H: -1.171 7.794 -0.217
H: -0.938 7.586 -1.753
C: 6.196 0.316 2.169
O: 7.226 -0.136 2.690
N: 5.309 0.952 2.976
N: 5.816 0.185 0.898
H: 5.496 0.939 3.961
H: 4.441 1.308 2.615
H: 4.902 0.441 0.547
H: 6.394 -0.263 0.208
C: 3.097 3.957 -4.391
O: 2.544 3.468 -5.370
N: 3.349 3.177 -3.298
N: 3.396 5.265 -4.131
H: 2.968 2.255 -3.453
H: 3.832 3.527 -2.496
H: 3.185 5.927 -4.856
H: 3.903 5.426 -3.287
C: -1.641 -2.937 -2.440
O: -2.835 -2.689 -2.318
N: -0.679 -2.001 -2.378
N: -1.118 -4.172 -2.698
H: -0.958 -1.109 -2.006
H: 0.272 -2.243 -2.582
H: -0.136 -4.202 -2.903
H: -1.753 -4.884 -3.013
C: 0.096 1.740 5.108
O: 0.568 2.046 6.204
N: 0.635 2.237 3.972
N: -0.917 0.859 4.918
H: 1.529 2.687 4.065
H: 0.522 1.766 3.091
H: -1.315 0.755 4.003
H: -1.293 0.509 5.782
C: -4.499 5.372 3.070
O: -4.747 5.623 1.895
N: -3.850 4.241 3.435
N: -4.928 6.138 4.107
H: -3.510 4.098 4.367
H: -3.690 3.541 2.729
H: -4.771 5.894 5.066
H: -5.348 7.030 3.920
C: -2.396 -4.481 1.847
O: -2.028 -5.654 1.679
N: -1.783 -3.485 1.204
N: -3.237 -4.078 2.828
H: -2.071 -2.514 1.256
H: -1.200 -3.677 0.410
H: -3.496 -3.108 2.891
H: -3.747 -4.699 3.426

Summary:
**HOMO-LUMO gap**: 8.5 eV
**Energy**: -3576.21208 a.u.
**Charge**: -1

***

[6]
Here is one molecule with the formula C5H8O2 from OMol25. Energies are from ωB97M-V/def2-TZVPD.

Atoms and positions in Å:
C: 1.482 0.670 -0.323
C: 0.305 -0.010 0.311
O: 0.585 -0.573 1.580
C: -1.029 0.774 0.450
C: -1.699 -0.315 -0.399
O: -1.064 -0.331 -1.660
C: -0.399 -0.995 -0.616
H: 1.191 1.037 -1.313
H: 1.812 1.503 0.296
H: 2.309 -0.039 -0.454
H: 1.384 -1.110 1.500
H: -1.372 0.804 1.486
H: -1.028 1.784 0.023
H: -2.284 -1.141 -0.096
H: -0.194 -2.057 -0.784

Summary:
**HOMO-LUMO gap**: 10.4 eV
**Energy relative to the best compared isomer or geometry (same formula, charge and spin)**: 69.1 kcal/mol
**SMILES**: C[C@@]1(O)C[C@H]2O[C@H]21
**Energy**: -345.69487 a.u.
**Charge**: 0